Here is the molecule C6H10O from the Open Molecules 2025 dataset. Energies are from wB97M-V/def2-TZVPD.

The geometry in ORCA input format:
```
! wB97M-V def2-TZVPD RIJCOSX def2/J DEFGRID3
* xyz 0 1
C 0.98 -1.66 0.82
C -0.23 -0.98 1.30
C -0.35 0.44 1.15
C -0.67 0.38 -0.41
C 0.34 0.25 -1.42
C -0.65 1.78 -1.12
O -1.58 2.17 -1.81
H 1.05 -2.69 1.16
H 1.90 -1.12 1.10
H 0.97 -1.64 -0.30
H -1.12 -1.56 1.50
H -1.20 0.91 1.66
H 0.57 1.01 1.29
H -1.62 -0.10 -0.64
H 0.16 -0.30 -2.33
H 1.34 0.65 -1.27
H 0.10 2.46 -0.67
*
```

Computed properties:
Kohn-Sham gap (spin up / spin down) (eV): 7.18 / 8.22
F_max (eV/Å): 1.5
Energy relative to the best compared isomer or geometry (same formula, charge and spin) (kJ/mol): 390.50

For each atom in turn, the Löwdin charge in e is: -0.111 -0.172 -0.152 -0.289 -0.013 -0.361 0.015 0.079 0.086 0.081 0.110 0.122 0.122 0.152 0.099 0.099 0.133

Here is the molecule C6H10O from the Open Molecules 2025 dataset. Energies are from wB97M-V/def2-TZVPD.

The geometry in ORCA input format:
```
! wB97M-V def2-TZVPD RIJCOSX def2/J DEFGRID3
* xyz 0 1
O -0.29 2.36 1.39
C -0.88 1.40 1.83
C -0.61 -0.04 1.44
C 0.74 -0.25 0.73
C 0.53 -0.90 -0.63
C -0.49 -0.38 -1.63
C 0.98 -0.18 -1.86
H -1.74 1.56 2.52
H -0.82 -0.72 2.28
H -1.39 -0.25 0.70
H 1.45 -0.85 1.32
H 1.20 0.73 0.61
H 0.60 -1.98 -0.64
H -1.00 -1.11 -2.26
H -1.10 0.50 -1.43
H 1.48 -0.73 -2.66
H 1.34 0.83 -1.70
*
```

Computed properties:
Kohn-Sham gap (eV): 10.86
F_max (eV/Å): 0.6
Energy relative to the best compared isomer or geometry (same formula, charge and spin) (kJ/mol): 91.00
SMILES: O=CCCC1CC1

For each atom in turn, the Löwdin charge in e is: 0.038 -0.255 -0.156 -0.162 -0.304 -0.131 -0.127 0.118 0.115 0.108 0.118 0.104 0.133 0.097 0.103 0.096 0.104

Here is the molecule C6H10O from the Open Molecules 2025 dataset. Energies are from wB97M-V/def2-TZVPD.

The geometry in ORCA input format:
```
! wB97M-V def2-TZVPD RIJCOSX def2/J DEFGRID3
* xyz 0 1
C -1.79 0.08 -0.27
C -0.83 0.47 0.85
C -0.24 -0.69 1.64
C 1.03 -1.21 -1.12
C 1.71 0.01 -1.05
C 1.24 1.13 -0.39
O 0.20 1.39 0.35
H -2.62 -0.48 0.17
H -1.27 -0.56 -0.99
H -2.19 0.97 -0.76
H -1.34 1.14 1.54
H -0.21 -1.60 1.04
H -0.83 -0.85 2.54
H 1.64 -1.90 -1.74
H 2.67 0.22 -1.54
H 0.78 -0.46 1.95
H 1.84 2.05 -0.46
*
```

Computed properties:
Kohn-Sham gap (eV): 7.57
F_max (eV/Å): 0.4
Energy relative to the best compared isomer or geometry (same formula, charge and spin) (kJ/mol): 376.52

For each atom in turn, the Löwdin charge in e is: -0.055 -0.368 -0.058 0.054 -0.221 -0.127 -0.011 0.090 0.045 0.084 0.137 0.055 0.081 -0.006 0.080 0.086 0.133

Here is the molecule C6H10O from the Open Molecules 2025 dataset. Energies are from wB97M-V/def2-TZVPD.

The geometry in ORCA input format:
```
! wB97M-V def2-TZVPD RIJCOSX def2/J DEFGRID3
* xyz 0 1
O -2.63 0.71 1.39
C -2.29 1.34 0.41
C -1.19 0.93 -0.54
C -0.62 -0.45 -0.25
C 0.86 -0.54 -0.55
C 1.83 -0.02 0.48
C 1.72 -1.50 0.23
H -2.78 2.32 0.18
H -1.58 1.03 -1.56
H -0.41 1.71 -0.45
H -1.17 -1.21 -0.82
H -0.79 -0.68 0.81
H 1.14 -0.39 -1.59
H 2.72 0.50 0.15
H 1.41 0.37 1.41
H 2.54 -1.99 -0.28
H 1.24 -2.11 0.99
*
```

Computed properties:
Kohn-Sham gap (eV): 10.89
F_max (eV/Å): 0.5
Energy relative to the best compared isomer or geometry (same formula, charge and spin) (kJ/mol): 70.16
SMILES: O=CCCC1CC1

For each atom in turn, the Löwdin charge in e is: 0.044 -0.262 -0.160 -0.181 -0.322 -0.128 -0.126 0.119 0.120 0.125 0.123 0.113 0.136 0.096 0.105 0.096 0.102

Here is the molecule C6H10O from the Open Molecules 2025 dataset. Energies are from wB97M-V/def2-TZVPD.

The geometry in ORCA input format:
```
! wB97M-V def2-TZVPD RIJCOSX def2/J DEFGRID3
* xyz 0 1
C -0.35 -0.03 -1.55
C -0.10 1.27 -0.78
O -0.91 1.38 0.37
C -0.76 0.30 1.26
C 0.63 0.05 1.74
C 1.36 -0.72 0.96
C -0.08 -1.27 -0.70
H 0.31 -0.04 -2.43
H -1.38 0.01 -1.94
H 0.97 1.28 -0.51
H -0.33 2.16 -1.38
H -1.53 0.37 2.02
H -0.85 -0.65 0.66
H 0.94 0.51 2.68
H 2.44 -0.86 1.18
H -1.03 -1.83 -0.57
H 0.66 -1.95 -1.03
*
```

Computed properties:
Kohn-Sham gap (eV): 9.48
F_max (eV/Å): 1.7
Energy relative to the best compared isomer or geometry (same formula, charge and spin) (kJ/mol): 453.92

For each atom in turn, the Löwdin charge in e is: -0.197 -0.229 -0.115 -0.255 -0.183 0.078 -0.042 0.111 0.119 0.112 0.125 0.127 0.054 0.105 0.062 0.092 0.037

Here is a structure of composition C6H10O from the Open Molecules 2025 dataset. Energies are from wB97M-V/def2-TZVPD.

The geometry in ORCA input format:
```
! wB97M-V def2-TZVPD RIJCOSX def2/J DEFGRID3
* xyz 0 1
C 1.42 -1.11 0.11
C 0.56 0.16 -0.32
C -0.63 0.31 -1.32
C -1.46 0.35 -0.02
C -0.62 -0.73 0.55
O -1.01 1.52 0.65
C 0.43 1.48 0.44
H 2.29 -0.70 0.58
H 1.59 -1.70 -0.77
H 1.07 -1.87 0.88
H -0.74 1.22 -1.93
H -0.75 -0.58 -1.93
H -2.53 0.26 0.05
H -0.82 -1.73 0.13
H -0.52 -0.82 1.64
H 0.69 2.42 -0.08
H 0.98 1.46 1.38
*
```

Computed properties:
Kohn-Sham gap (eV): 9.42
F_max (eV/Å): 4.3
Energy relative to the best compared isomer or geometry (same formula, charge and spin) (kJ/mol): 376.32

For each atom in turn, the Löwdin charge in e is: -0.081 -0.248 -0.050 -0.346 -0.118 -0.109 -0.141 0.063 0.076 0.080 0.120 0.114 0.139 0.125 0.128 0.127 0.120

Here is a structure of composition C6H10O from the Open Molecules 2025 dataset. Energies are from wB97M-V/def2-TZVPD.

The geometry in ORCA input format:
```
! wB97M-V def2-TZVPD RIJCOSX def2/J DEFGRID3
* xyz 0 1
C -0.32 0.74 1.58
C 0.42 1.17 0.34
C 1.26 -0.06 -0.09
C -0.01 -0.61 -0.76
C -0.33 -1.75 -1.40
O -0.90 -0.72 0.90
C -0.50 0.85 -0.86
H -0.24 -1.18 1.40
H 0.33 0.66 2.48
H -1.23 1.28 1.84
H 0.91 2.16 0.38
H 1.96 0.18 -0.89
H 1.79 -0.61 0.70
H -1.25 -1.84 -1.97
H 0.20 -2.68 -1.18
H -1.57 1.07 -0.74
H -0.12 1.27 -1.79
*
```

Computed properties:
Kohn-Sham gap (eV): 8.15
F_max (eV/Å): 6.2
Energy relative to the best compared isomer or geometry (same formula, charge and spin) (kJ/mol): 369.43

For each atom in turn, the Löwdin charge in e is: -0.014 -0.288 -0.093 -0.406 -0.005 -0.089 -0.088 0.052 0.124 0.106 0.139 0.121 0.116 0.043 0.041 0.120 0.120

Here is a structure of composition C6H10O from the Open Molecules 2025 dataset. Energies are from wB97M-V/def2-TZVPD.

The geometry in ORCA input format:
```
! wB97M-V def2-TZVPD RIJCOSX def2/J DEFGRID3
* xyz 0 1
C 0.70 1.54 -1.46
O 0.26 0.21 -1.25
C -0.15 -0.06 0.07
C -0.20 -1.60 0.21
C -1.48 0.60 0.43
C 0.91 0.20 1.16
C 1.23 -1.10 1.30
H 1.46 1.82 -0.72
H 1.12 1.57 -2.47
H -0.13 2.26 -1.41
H -0.19 -2.19 -0.71
H -0.91 -1.99 0.93
H 1.13 -1.77 0.29
H -1.81 0.27 1.42
H -2.24 0.34 -0.31
H -1.35 1.68 0.47
H 1.65 -1.78 2.04
*
```

Computed properties:
Kohn-Sham gap (eV): 8.74
F_max (eV/Å): 0.5
Energy relative to the best compared isomer or geometry (same formula, charge and spin) (kJ/mol): 571.97

For each atom in turn, the Löwdin charge in e is: -0.093 -0.143 -0.632 0.012 -0.027 -0.002 -0.077 0.083 0.091 0.085 0.119 0.114 0.119 0.090 0.093 0.081 0.087

Here is the molecule C6H10O from the Open Molecules 2025 dataset. Energies are from wB97M-V/def2-TZVPD.

The geometry in ORCA input format:
```
! wB97M-V def2-TZVPD RIJCOSX def2/J DEFGRID3
* xyz 0 1
C 0.32 1.41 -0.52
C 1.45 0.77 -0.22
C 1.49 -0.45 0.68
O 0.89 -1.60 0.12
C -0.38 -1.40 -0.48
C -1.30 -0.45 0.29
C -1.06 1.05 -0.02
H 0.37 2.26 -1.19
H 2.39 1.11 -0.65
H 1.01 -0.21 1.64
H 2.52 -0.73 0.89
H -0.82 -2.41 -0.52
H -0.27 -1.04 -1.51
H -1.19 -0.64 1.36
H -2.34 -0.69 0.04
H -1.79 1.38 -0.77
H -1.28 1.65 0.88
*
```

Computed properties:
Kohn-Sham gap (eV): 10.46
F_max (eV/Å): 0.3
Energy relative to the best compared isomer or geometry (same formula, charge and spin) (kJ/mol): 75.52
SMILES: C1=CCOCCC1

For each atom in turn, the Löwdin charge in e is: -0.114 -0.077 -0.212 -0.141 -0.220 -0.174 -0.186 0.101 0.101 0.119 0.120 0.121 0.124 0.111 0.110 0.105 0.113

Here is a cluster of 2 separate species, C6H10O in total from the Open Molecules 2025 dataset. Energies are from wB97M-V/def2-TZVPD.

The geometry in ORCA input format:
```
! wB97M-V def2-TZVPD RIJCOSX def2/J DEFGRID3
* xyz 0 1
C 0.77 -0.54 1.16
C -0.50 -0.75 1.51
C -1.32 0.40 1.90
O -0.99 1.56 1.73
H 1.49 -1.33 1.01
H 1.15 0.48 1.18
H -0.94 -1.75 1.55
H -2.27 0.16 2.42
C 1.54 0.56 -1.61
C 0.63 -0.34 -1.23
C -0.77 0.16 -1.14
H 2.32 0.31 -2.30
H 1.41 1.61 -1.34
H 0.79 -1.41 -1.37
H -1.36 -0.38 -0.40
H -1.16 0.01 -2.16
H -0.79 1.22 -0.89
*
```

Computed properties:
Kohn-Sham gap (eV): 9.04
F_max (eV/Å): 1.3
Energy relative to the best compared isomer or geometry (same formula, charge and spin) (kJ/mol): 247.06
SMILES: C=CC=O.C=CC

For each atom in turn, the Löwdin charge in e is: -0.008 -0.171 -0.295 0.024 0.083 0.087 0.108 0.117 0.002 -0.299 -0.117 0.056 0.074 0.113 0.048 0.090 0.088

Here is a cluster of 2 separate species, C6H10O in total from the Open Molecules 2025 dataset. Energies are from wB97M-V/def2-TZVPD.

The geometry in ORCA input format:
```
! wB97M-V def2-TZVPD RIJCOSX def2/J DEFGRID3
* xyz 0 1
C -0.23 1.54 -0.42
C -1.29 0.76 -0.19
C -1.25 -0.74 -0.21
C 0.13 -1.36 -0.57
C 1.27 -0.38 -0.67
C 1.10 0.95 -0.65
H -0.32 2.62 -0.41
H -2.26 1.22 0.03
H -1.59 -1.12 0.76
H -2.00 -1.08 -0.94
H 0.39 -2.13 0.17
H 0.07 -1.87 -1.53
H 2.27 -0.80 -0.78
H 1.95 1.61 -0.78
O 0.62 -0.02 2.37
H 1.44 0.24 1.93
H -0.05 0.44 1.85
*
```

Computed properties:
Kohn-Sham gap (eV): 9.41
F_max (eV/Å): 0.3
Energy relative to the best compared isomer or geometry (same formula, charge and spin) (kJ/mol): 51.47
SMILES: C1=CCCC=C1.O

For each atom in turn, the Löwdin charge in e is: -0.113 -0.119 -0.183 -0.175 -0.117 -0.123 0.100 0.105 0.109 0.108 0.109 0.110 0.106 0.100 -0.055 0.031 0.007

Here is the molecule C6H10O from the Open Molecules 2025 dataset. Energies are from wB97M-V/def2-TZVPD.

The geometry in ORCA input format:
```
! wB97M-V def2-TZVPD RIJCOSX def2/J DEFGRID3
* xyz 0 1
C 1.66 0.67 -0.33
C 0.28 0.10 -0.01
C 0.08 -0.34 1.45
C -0.29 -1.07 -0.87
C -1.65 -0.46 -0.51
O -2.70 -0.92 -0.17
C -0.99 0.92 -0.37
H 1.74 0.97 -1.38
H 1.88 1.56 0.28
H 2.46 -0.05 -0.13
H -0.95 -0.73 1.55
H 0.15 0.49 2.17
H 0.74 -1.16 1.75
H -0.04 -2.08 -0.55
H -0.09 -0.94 -1.94
H -1.36 1.63 0.38
H -0.92 1.41 -1.35
*
```

Computed properties:
Kohn-Sham gap (eV): 10.29
F_max (eV/Å): 0.7
Energy relative to the best compared isomer or geometry (same formula, charge and spin) (kJ/mol): 41.05
SMILES: CC1(C)CC(=O)C1

For each atom in turn, the Löwdin charge in e is: -0.040 -0.524 -0.044 -0.041 -0.407 0.099 -0.042 0.080 0.082 0.082 0.084 0.091 0.091 0.121 0.124 0.121 0.124

Here is a cluster of 2 separate species, C6H10O in total from the Open Molecules 2025 dataset. Energies are from wB97M-V/def2-TZVPD.

The geometry in ORCA input format:
```
! wB97M-V def2-TZVPD RIJCOSX def2/J DEFGRID3
* xyz 0 1
O -0.39 2.29 -1.37
C 0.37 1.35 -1.44
C 0.25 0.16 -0.58
C -0.49 -0.95 -0.44
C -0.23 -1.54 0.93
C 0.30 -0.32 1.69
C 1.15 0.37 0.63
H 1.33 1.43 -1.99
H -1.19 -1.39 -1.14
H 0.55 -2.32 0.89
H -1.12 -1.98 1.39
H -0.55 0.35 1.91
H 0.83 -0.54 2.62
H 1.42 1.40 0.86
H 2.09 -0.17 0.46
H -2.10 1.24 -2.02
H -2.24 0.64 -2.44
*
```

Computed properties:
Kohn-Sham gap (eV): 10.49
F_max (eV/Å): 0.8
Energy relative to the best compared isomer or geometry (same formula, charge and spin) (kJ/mol): 183.07
SMILES: O=CC1=CCCC1.[H][H]

For each atom in turn, the Löwdin charge in e is: 0.006 -0.259 -0.223 -0.034 -0.183 -0.191 -0.152 0.133 0.101 0.115 0.107 0.124 0.107 0.121 0.125 0.047 0.057

Here is the molecule C6H10O from the Open Molecules 2025 dataset. Energies are from wB97M-V/def2-TZVPD.

The geometry in ORCA input format:
```
! wB97M-V def2-TZVPD RIJCOSX def2/J DEFGRID3
* xyz 0 1
C -0.27 -1.52 1.26
C 0.37 -0.64 0.19
C -0.53 -0.57 -1.05
C -0.20 0.75 -1.68
C 0.52 1.52 -0.86
C 0.76 0.86 0.48
O 0.04 1.55 1.50
H -1.25 -1.15 1.58
H -0.43 -2.52 0.83
H 0.36 -1.66 2.15
H 1.32 -1.11 -0.10
H -1.59 -0.56 -0.73
H -0.41 -1.42 -1.73
H -0.54 1.04 -2.67
H 0.78 2.56 -1.05
H 1.81 0.92 0.80
H -0.73 1.95 1.08
*
```

Computed properties:
Kohn-Sham gap (eV): 10.56
F_max (eV/Å): 0.4
Energy relative to the best compared isomer or geometry (same formula, charge and spin) (kJ/mol): 25.36
SMILES: C[C@H]1CC=C[C@H]1O

For each atom in turn, the Löwdin charge in e is: -0.072 -0.311 -0.170 -0.078 -0.054 -0.335 -0.029 0.076 0.079 0.076 0.139 0.118 0.116 0.103 0.110 0.140 0.092